Run w
{
  "formula": "C4H5N4O",
  "method": "the ωB97M-V functional and the def2-TZVPD basis",
  "e_lumo_ev": [-7.38, -7.09],
  "gap_ev": [6.404, 6.713],
  "homo_ha": [-0.506, -0.507],
  "spin_multiplicity": 1,
  "total_charge": 1,
  "species": ["O", "N", "N", "N", "N", "C", "C", "C", "C", "H", "H", "H", "H", "H"],
  "positions_angstrom": [[-4.98451, -0.08902, 0.03337], [-3.88805, -0.36447, 0.21202], [-2.88383, -0.93545, 0.22285], [0.60472, -0.06769, 0.02352], [-2.58549, 1.69103, -0.17458], [-1.65782, -0.39427, -0.00059], [-0.36977, -1.08306, 0.18143], [-1.55427, 1.01136, -0.20172], [-0.01190, 1.27902, -0.13113], [0.29010, 1.98959, -0.77448], [0.08334, 1.91100, 0.84085], [-0.16118, -1.92483, -0.61897], [-0.35132, -1.38164, 1.18789], [1.29362, -0.24860, -0.63692]]
}


Run x
{
  "formula": "C4H5N4O",
  "method": "the ωB97M-V functional and the def2-TZVPD basis",
  "smiles": "N#CC[N@H+]1C/C1=N/N=O",
  "e_lumo_ev": [-4.86, -4.86],
  "gap_ev": [9.713, 9.713],
  "homo_ha": [-0.535, -0.535],
  "spin_multiplicity": 1,
  "total_charge": 1,
  "species": ["O", "N", "N", "N", "N", "C", "C", "C", "C", "H", "H", "H", "H", "H"],
  "positions_angstrom": [[-3.39569, 0.18595, -1.84466], [1.24250, 0.84534, -1.84344], [-1.77669, 0.36875, -0.34628], [-2.31634, 0.42984, -1.60089], [0.25206, -0.47499, 0.85770], [0.20083, 0.93764, 1.19658], [1.08664, -1.08065, -0.06359], [-0.87924, 0.41562, 0.46405], [1.31525, -0.10311, -1.19069], [2.13975, -1.17683, 0.35260], [0.99304, 1.52442, 0.66454], [0.32793, -1.15619, 1.63857], [0.07887, 1.21425, 2.19969], [0.73111, -1.93006, -0.48419]]
}


Relative energies with respect to the most stable structure, expressed in kcal/mol: run w 19.7; run x 0.0.


Run w
{
  "formula": "C3H6IN2",
  "method": "the ωB97M-V functional and the def2-TZVPD basis",
  "e_lumo_ev": [-4.99, -6.78],
  "gap_ev": [8.827, 5.499],
  "homo_ha": [-0.508, -0.451],
  "spin_multiplicity": 1,
  "total_charge": 1,
  "species": ["I", "N", "N", "C", "C", "C", "H", "H", "H", "H", "H", "H"],
  "positions_angstrom": [[3.14177, -0.23752, -0.25900], [-0.43341, 0.61109, -0.97448], [-0.27201, -1.15832, 0.29479], [-0.51627, -0.71952, -0.90891], [-0.16418, -0.21411, 1.18609], [-0.22487, 1.13369, 0.39288], [-0.70367, -1.42500, -1.75936], [-0.29270, -2.20539, 0.43941], [-0.06896, 1.11255, -1.74709], [0.74018, 1.61414, 0.30197], [-0.99160, 1.88356, 0.76386], [-0.21428, -0.39518, 2.26986]]
}


Run x
{
  "formula": "C3H6IN2",
  "method": "the ωB97M-V functional and the def2-TZVPD basis",
  "smiles": "[H]/N=C\\C/[NH+]=C/I",
  "e_lumo_ev": -5.88,
  "gap_ev": 7.994,
  "homo_ha": -0.510,
  "spin_multiplicity": 1,
  "total_charge": 1,
  "species": ["I", "N", "N", "C", "C", "C", "H", "H", "H", "H", "H", "H"],
  "positions_angstrom": [[1.03519, -3.56828, -0.15772], [-0.32342, -0.79943, -0.51311], [-0.00455, 1.17886, 1.82591], [-0.23752, 1.49670, 0.66585], [0.76532, -1.46168, -0.21014], [-0.41189, 0.60963, -0.55291], [-1.20052, -1.37198, -0.82799], [-1.43111, 0.83307, -1.01166], [0.32438, 1.20509, -1.31356], [-0.68295, 2.53853, 0.40952], [1.71702, -0.98292, -0.32114], [0.45005, 0.32240, 2.00695]]
}


Relative energies with respect to the most stable structure, expressed in kcal/mol: run w 0.0; run x 12.4.